22
Properties=species:S:1:pos:R:3 method="wB97M-V/def2-TZVPD" homo_energy_ev=-7.99 gap_ev=9.15 lumo_energy_ha=0.0427 e_above_lowest_kj_mol=190.7 e_tot_ev=-7953.78985
N -0.47 -0.03 -0.01
C 1.29 -1.53 -1.27
C -0.50 1.35 -0.52
C -0.13 -1.16 -0.86
C -0.48 -0.02 2.50
C -1.24 -0.20 1.19
C 0.90 1.58 -1.08
H -2.18 0.39 1.17
H -0.91 -0.40 3.43
H -0.62 2.03 0.34
H -1.28 1.56 -1.27
H 1.82 -0.94 -0.53
H -0.15 1.04 2.81
H 1.34 -2.61 -1.26
H 1.61 1.04 -0.44
H -0.53 -2.04 -0.30
H 0.94 1.33 -2.14
H 1.18 2.65 -1.26
H 0.46 -0.59 2.42
H -1.78 -1.18 1.16
H -0.76 -1.15 -1.82
H 1.49 -1.11 -2.28

118
Properties=species:S:1:pos:R:3 method="wB97M-V/def2-TZVPD" spin_multiplicity=4 homo_energy_ev="-8.71 / -9.35" gap_ev="9.34 / 9.14" lumo_energy_ha="0.0232 / -0.0077" e_tot_ev=-59994.76178
F -0.23 -0.43 2.40
O 0.28 2.15 5.37
O -3.25 -2.65 5.33
O 1.31 -2.08 -3.07
O 1.62 3.34 0.70
O 0.20 0.01 6.69
O -3.44 -1.22 -0.36
O 2.00 0.65 5.44
N 2.16 -1.94 -4.12
N 2.54 4.33 0.87
N -3.51 -2.54 -0.02
C 0.50 -3.44 -5.29
C -2.04 -4.43 0.66
C -5.02 -4.52 -0.22
C 1.92 0.57 -4.36
C 2.83 -0.61 -3.97
C 0.83 0.93 5.83
C -1.06 -2.21 0.51
C -0.99 -3.56 6.11
C -4.14 -3.40 -2.31
C 3.36 3.55 -1.39
C 3.35 -0.36 -2.53
C 0.48 -0.97 -5.73
C 0.91 6.25 0.98
C -1.31 1.54 3.42
C 1.96 5.63 -1.21
C -3.69 -1.83 4.22
C 0.19 -2.46 5.92
C 3.03 6.26 2.36
C 1.92 5.37 1.74
C -5.88 -2.33 -0.87
C -4.58 -3.17 -0.85
C 4.12 -0.58 -4.82
C 2.35 -2.46 -6.55
C -0.03 1.00 2.64
C 1.21 0.37 -5.70
C -2.78 -4.10 -2.42
C -2.13 -3.11 -0.15
C 1.21 4.77 2.98
C 1.43 6.77 -0.35
C 1.38 -2.17 -5.37
C 4.34 5.54 -0.37
C -0.52 -1.02 5.95
C 3.00 4.76 -0.48
C -1.09 2.01 4.93
C -2.12 -3.48 4.97
C -1.72 -3.36 -1.61
H 2.63 6.89 3.15
H 1.92 0.44 -6.52
H -6.68 -2.85 -1.41
H -2.84 -1.47 3.54
H 3.98 -1.19 -2.19
H 2.20 7.53 -0.18
H 0.32 4.20 2.72
H -0.79 -3.93 -1.64
H -4.08 -2.45 -2.84
H 0.67 -2.61 4.88
H -1.78 2.38 2.81
H -0.01 5.68 0.79
H 3.23 -3.02 -6.22
H -0.30 -3.36 -4.55
H 0.62 7.28 -0.88
H -4.48 -2.46 3.64
H -0.64 -0.69 4.85
H 1.87 -3.07 -7.32
H -5.76 -1.36 -1.36
H -4.25 -0.88 4.56
H -0.91 -1.27 -0.03
H 0.05 -1.11 -6.73
H 3.95 0.55 -2.48
H 0.89 5.56 3.66
H 4.96 5.14 0.44
H 3.94 -0.51 -5.89
H 4.21 6.61 -0.21
H -6.24 -2.15 0.15
H 3.77 3.90 -2.35
H -1.00 -4.75 0.76
H -2.56 -5.26 0.20
H 3.49 6.95 1.65
H 0.61 7.10 1.61
H 0.98 1.20 3.13
H -4.43 -5.36 -0.56
H 4.74 0.29 -4.57
H -2.47 -4.13 -3.47
H -2.53 -4.55 4.85
H 2.68 -1.56 -7.07
H 4.10 2.91 -0.92
H 4.93 5.45 -1.28
H -0.01 1.54 1.62
H 1.12 5.02 -1.53
H 1.89 4.11 3.54
H 0.49 1.18 -5.85
H -2.10 0.69 3.44
H -0.52 -4.60 6.05
H -4.98 -4.48 0.87
H 1.03 -2.56 6.68
H 1.11 -4.32 -5.05
H 2.40 6.05 -2.13
H -1.66 -3.20 3.96
H 2.50 1.50 -4.40
H 0.01 -3.63 -6.25
H 4.73 -1.47 -4.64
H -1.51 -2.40 -2.10
H -1.46 -3.41 7.14
H 1.15 0.72 -3.59
H -0.37 -0.92 -5.04
H -0.09 -2.71 0.52
H -1.57 -1.09 6.43
H -1.73 1.34 5.62
H -2.85 -5.14 -2.10
H -6.05 -4.76 -0.49
H -1.32 -1.97 1.55
H 2.53 -0.23 -1.81
H 2.49 2.94 -1.65
H -2.44 -4.29 1.67
H -4.89 -4.00 -2.84
H -1.57 3.06 5.03
H 3.82 5.65 2.80

63
Properties=species:S:1:pos:R:3 method="wB97M-V/def2-TZVPD" spin_multiplicity=2 homo_energy_ev="-13.45 / -13.50" gap_ev="5.26 / 4.86" lumo_energy_ha="-0.3012 / -0.3175" charge=+2 e_tot_ev=-119831.95790
Mn 0.40 -0.37 0.52
S -0.75 -3.53 0.48
S 0.64 1.98 0.40
S -1.91 -0.24 0.97
S 0.82 -0.59 -1.81
S 3.59 -1.23 -2.97
O 0.19 -2.34 0.65
N 2.40 -0.51 0.54
N 1.26 3.44 -1.80
N -2.56 2.19 -0.08
N 3.14 -0.73 -0.51
N 0.79 -0.34 2.57
N -0.82 2.76 -1.79
N -3.19 1.92 2.01
C -3.35 1.40 3.34
C 0.35 2.69 -1.15
C -0.64 3.57 -2.86
C 0.29 -4.75 -0.41
C -0.41 -5.06 -1.73
C 2.12 -0.28 2.84
C -0.06 -0.45 3.59
C 2.64 3.61 -1.42
C 2.60 -0.25 4.16
C 2.97 -0.37 1.71
C 2.54 -0.85 -1.67
C 0.35 -0.49 4.92
C 2.50 -1.43 -4.40
C 0.65 4.00 -2.88
C -1.75 -3.15 -1.02
C -2.55 1.35 0.96
C -1.01 -3.75 -2.21
C 1.70 -0.36 5.20
C -3.60 3.16 1.60
C -3.20 3.32 0.31
B -2.06 1.88 -1.51
H 1.25 -4.26 -0.55
H -2.72 -3.62 -0.86
H 2.76 4.50 -0.81
H -3.32 4.15 -0.35
H -2.91 2.15 -2.29
H 2.06 -0.37 6.23
H -1.19 -5.80 -1.59
H -1.10 -0.54 3.33
H -1.87 -2.07 -1.09
H -0.38 -0.62 5.70
H 2.15 -2.45 -4.44
H -1.69 0.74 -1.56
H -1.70 -3.90 -3.04
H 3.24 3.73 -2.32
H 0.41 -5.62 0.22
H 3.66 -0.15 4.32
H 4.05 -0.40 1.79
H 2.98 2.74 -0.86
H 3.11 -1.22 -5.28
H -2.52 1.73 3.97
H -4.28 1.77 3.76
H 1.17 4.63 -3.57
H -0.23 -3.07 -2.55
H -3.36 0.32 3.31
H 1.67 -0.73 -4.34
H -4.15 3.82 2.24
H 0.30 -5.46 -2.45
H -1.45 3.80 -3.52